{"formula": "C2H11NO3", "method": "ωB97M-V with the def2-TZVPD basis set", "elements": ["C", "C", "N", "H", "H", "H", "H", "H", "H", "H", "O", "H", "H", "O", "H", "H", "O"], "xyz": [[1.88077, 0.86848, 0.83219], [0.77272, 1.10985, 0.08311], [-0.50473, 1.35348, 0.50068], [1.89339, 0.84699, 1.91624], [2.83399, 1.01508, 0.33570], [0.91293, 1.40492, -0.96321], [-1.04363, 0.58737, 0.90075], [-1.08654, 1.88989, -0.14020], [0.86292, -1.14412, -3.28315], [0.14139, -0.68390, -2.01099], [0.77478, -0.40367, -2.67576], [-2.62970, -1.41248, -0.82971], [-1.80882, -0.31122, -0.22678], [-1.86070, -0.85139, -1.00566], [0.12209, -0.65064, 2.16153], [-0.46419, -1.27871, 3.40403], [-0.43154, -1.36432, 2.44604]], "forces_ev_per_angstrom": [[0.9, 0.2, 0.8], [-1.9, 1.7, -1.4], [0.7, -1.2, -0.9], [-0.2, -0.3, 0.0], [0.0, -0.5, 0.0], [0.3, 0.1, 0.3], [0.4, 0.5, 1.5], [0.2, 0.0, -0.1], [0.0, 0.0, 0.0], [-0.4, -0.4, -0.2], [0.2, 0.4, 0.3], [0.2, -0.1, -0.2], [-0.3, -0.1, 0.2], [-0.1, -0.2, -0.2], [0.7, 0.3, 0.0], [-0.1, -0.1, 0.1], [-0.6, -0.2, -0.1]], "mulliken_charge": [-0.580, 0.185, -0.298, 0.356, 0.289, 0.412, 0.252, 0.362, 0.320, 0.333, -0.615, 0.337, 0.216, -0.563, 0.256, 0.339, -0.600], "homo_lumo_gap_ev": [10.22, 6.37], "e_tot_ha": -362.9117, "charge": 1, "e_above_lowest_kcal_mol": 30.6, "spin_multiplicity": 2, "homo_energy_ev": [-14.8747, -14.8554]}